Arrangement A

DFT (ωB97M-V with the def2-TZVPD basis set) results for 2 unconnected molecules or ions with the total composition CH2N2O3S.

Values from the calculation:
Lowest unoccupied orbital energy (alpha / beta) (Eh): 0.0024 / -0.1363
HOMO energy (alpha / beta) (eV): -7.163 / -11.369
Multiplicity: 3

Last column: Mulliken charge in e.
Element x y z (Å)
C 1.1493 1.5195 0.2724  0.496
N -0.6859 -1.1947 -1.7422  -0.254
N 1.2349 0.3418 0.1712  -0.447
O 1.0634 2.6386 0.1577  -0.360
O -0.0403 -2.1547 0.5871  -0.506
O -1.6416 -0.1056 0.3977  -0.442
S -0.5806 -1.2276 -0.3297  0.800
H -1.8363 0.5747 -0.3310  0.367
H 1.3371 -0.3920 0.8168  0.345

---

Arrangement B

DFT (ωB97M-V with the def2-TZVPD basis set) results for a single CH2N2O3S molecule.

Values from the calculation:
Lowest unoccupied orbital energy (alpha / beta) (Eh): 0.0108 / -0.1030
HOMO energy (alpha / beta) (eV): -5.426 / -10.066
Multiplicity: 3

Last column: Mulliken charge in e.
Element x y z (Å)
C -1.8683 -0.7380 -0.1281  0.445
N -0.8852 -0.1274 0.2546  -0.308
N -3.0215 -1.0617 -0.3096  -0.483
O 1.1132 1.2097 -0.9372  -0.438
O 2.7416 0.6962 0.8498  -0.498
O 0.3423 -0.4655 0.8295  -0.095
S 1.6440 0.1182 -0.2141  0.723
H 3.2261 1.6023 0.9479  0.370
H -3.2921 -1.2338 -1.2926  0.284

---

Arrangement C

DFT (ωB97M-V with the def2-TZVPD basis set) results for a single CH2N2O3S molecule.

Values from the calculation:
Lowest unoccupied orbital energy (alpha / beta) (Eh): 0.0101 / -0.1674
HOMO energy (alpha / beta) (eV): -11.264 / -10.789
Multiplicity: 3

Last column: Mulliken charge in e.
Element x y z (Å)
C -0.5960 -0.5703 0.7898  0.162
N 0.5033 0.0035 0.9604  -0.284
N -1.4351 -0.5804 -0.1798  -0.208
O 2.4158 0.3732 -0.6713  -0.519
O 0.8327 2.1669 -0.1191  -0.524
O 0.1423 0.2357 -1.4910  -0.462
S 1.0726 0.8037 -0.4649  1.205
H -0.9457 -1.0858 1.7048  0.339
H -1.9900 -1.3466 -0.5290  0.290

---

Tell me which of them is the least stable. Sure, it is arrangement B.